[1]
This record from OMol25 describes a cluster of 6 separate species, C24H36O18 in total at a distorted geometry. The level of theory is ωB97M-V/def2-TZVPD.

Structure (ORCA input):
```
! wB97M-V def2-TZVPD RIJCOSX def2/J DEFGRID3
* xyz 0 1
C -2.507 -11.268 3.836
C -2.588 -12.065 5.152
C -3.833 -12.958 5.308
O -3.272 -14.247 5.658
C -1.997 -14.321 5.324
O -1.366 -15.391 5.264
O -1.521 -13.024 5.119
H -3.127 -10.372 3.855
H -2.657 -11.884 2.949
H -1.551 -10.755 3.740
H -2.356 -11.556 6.087
H -4.412 -12.783 4.400
H -4.458 -12.519 6.086
C -6.228 -17.591 5.289
C -7.529 -17.053 4.873
C -7.452 -15.905 3.862
O -7.919 -16.539 2.714
C -8.620 -17.577 2.982
O -9.403 -18.158 2.239
O -8.245 -18.073 4.173
H -6.349 -18.587 5.715
H -5.811 -17.044 6.135
H -5.430 -17.717 4.558
H -8.038 -16.719 5.777
H -6.462 -15.456 3.781
H -8.261 -15.240 4.165
C 0.437 -25.405 5.311
C -0.706 -25.652 6.294
C -2.171 -25.246 5.842
O -2.921 -26.490 5.892
C -2.144 -27.463 6.306
O -2.468 -28.637 6.357
O -0.914 -27.008 6.605
H 1.154 -26.224 5.365
H 1.007 -24.542 5.654
H 0.199 -25.525 4.254
H -0.466 -25.058 7.176
H -1.960 -24.885 4.835
H -2.675 -24.384 6.277
C -2.497 -18.923 6.462
C -1.747 -19.528 7.584
C -1.932 -20.999 8.095
O -0.575 -21.511 8.050
C 0.239 -20.643 7.502
O 1.450 -20.716 7.361
O -0.498 -19.563 7.103
H -2.205 -17.875 6.400
H -3.578 -19.061 6.487
H -2.190 -19.466 5.568
H -1.756 -18.869 8.452
H -2.487 -21.623 7.396
H -2.571 -21.103 8.972
C -5.026 -22.458 11.275
C -4.939 -23.390 12.440
C -6.057 -24.462 12.566
O -5.364 -25.564 13.120
C -4.096 -25.375 13.101
O -3.192 -26.079 13.639
O -3.843 -24.352 12.364
H -4.059 -21.976 11.133
H -5.755 -21.671 11.468
H -5.060 -23.007 10.334
H -4.994 -22.896 13.410
H -6.351 -24.747 11.556
H -6.916 -24.151 13.160
C 2.773 -17.728 6.877
C 3.816 -18.369 7.638
C 5.093 -18.691 6.868
O 5.861 -17.559 7.337
C 5.489 -17.117 8.453
O 6.084 -16.170 8.995
O 4.229 -17.509 8.688
H 1.890 -17.486 7.468
H 2.474 -18.303 6.001
H 3.162 -16.764 6.547
H 3.426 -19.222 8.193
H 4.928 -18.713 5.791
H 5.562 -19.652 7.081
*
```

Properties
- energy above the lowest of the compared OMol25 structures with the same formula, charge and spin (kcal per mole) = 126.73
- SMILES = C[C@H]1COC(=O)O1.C[C@H]1COC(=O)O1.C[C@H]1COC(=O)O1.C[C@H]1COC(=O)O1.C[C@H]1COC(=O)O1.C[C@H]1COC(=O)O1
- HOMO energy (eV) = -10.17

[2]
This record from OMol25 describes a structure of composition C24H36O22Rb2S at a distorted geometry. The level of theory is ωB97M-V/def2-TZVPD.

Structure (ORCA input):
```
! wB97M-V def2-TZVPD RIJCOSX def2/J DEFGRID3
* xyz 0 1
Rb -0.559 0.856 26.994
Rb -0.779 -0.894 21.803
S -2.467 0.740 24.174
O -2.185 1.337 22.878
O -2.491 1.736 25.240
O -3.737 -0.013 24.115
O -1.431 -0.259 24.512
C -5.048 1.926 21.550
C -5.038 2.772 22.809
C -3.875 3.800 22.936
O -4.556 5.046 23.013
C -5.890 4.899 22.920
O -6.678 5.784 22.976
O -6.191 3.606 22.783
H -5.940 1.298 21.509
H -4.193 1.249 21.509
H -5.086 2.582 20.677
H -5.047 2.111 23.672
H -3.224 3.767 22.065
H -3.319 3.570 23.840
C -0.300 2.750 20.143
C -0.956 3.821 19.243
C -2.388 3.464 18.894
O -3.048 4.730 19.024
C -2.346 5.517 19.866
O -2.661 6.616 20.181
O -1.141 4.946 20.082
H 0.033 1.864 19.605
H -1.041 2.526 20.916
H 0.536 3.186 20.690
H -0.307 3.976 18.381
H -2.854 2.709 19.530
H -2.541 3.141 17.865
C -1.165 -2.933 26.102
C -2.624 -2.788 25.676
C -2.822 -3.182 24.189
O -3.911 -4.088 24.241
C -4.249 -4.377 25.523
O -5.110 -5.132 25.816
O -3.402 -3.743 26.365
H -0.597 -2.199 25.524
H -0.752 -3.929 25.949
H -0.998 -2.640 27.143
H -2.896 -1.736 25.760
H -1.981 -3.719 23.738
H -3.046 -2.277 23.624
C 2.110 0.101 23.948
C 2.398 1.208 22.922
C 3.866 1.498 22.737
O 3.968 1.645 21.327
C 2.840 1.242 20.731
O 2.654 1.260 19.560
O 1.955 0.757 21.648
H 1.125 -0.358 23.829
H 2.165 0.400 24.996
H 2.837 -0.706 23.831
H 1.893 2.138 23.199
H 4.494 0.679 23.091
H 4.082 2.431 23.256
C -5.920 3.394 26.264
C -5.784 3.052 27.736
C -4.323 2.694 28.147
O -4.107 3.686 29.157
C -5.185 4.440 29.418
O -5.223 5.225 30.316
O -6.086 4.258 28.446
H -5.270 2.773 25.643
H -5.500 4.395 26.131
H -6.913 3.351 25.827
H -6.487 2.301 28.106
H -3.636 2.909 27.329
H -4.249 1.710 28.607
C -5.975 -0.779 27.277
C -6.236 -0.084 25.959
C -6.442 -1.008 24.756
O -7.870 -1.114 24.713
C -8.396 -0.050 25.256
O -9.555 0.246 25.209
O -7.450 0.703 25.868
H -4.976 -1.223 27.211
H -6.602 -1.646 27.494
H -5.974 -0.133 28.153
H -5.382 0.541 25.702
H -5.985 -1.980 24.946
H -6.177 -0.646 23.765
*
```

Properties
- energy above the lowest of the compared OMol25 structures with the same formula, charge and spin (kcal per mole) = 22.94
- HOMO energy (eV) = -9.66

| no. | frontier orbital gap (eV) |
| --- | --- |
| 1 | 9.8672 |
| 2 | 8.0514 |